The following is a DFT calculation (the ωB97M-V functional and the def2-TZVPD basis) of a cluster of 8 separate species, C28H59Cl2O16P in total at a distorted geometry.

XYZ file:
```
106
Properties=species:S:1:pos:R:3:lowdin_charge:R:1
C -2.73 1.06 4.17 -0.11
O -2.05 -0.09 3.73 -0.23
P -1.93 -1.42 4.60 0.52
O -1.42 -1.14 5.97 -0.24
O -0.93 -2.42 3.73 -0.21
C -1.01 -3.75 4.00 -0.18
O -3.45 -2.17 4.56 -0.26
C -4.43 -1.79 3.52 -0.06
H -3.77 1.06 3.86 0.08
H -2.30 1.99 3.79 0.10
H -2.70 1.12 5.26 0.09
H -1.77 -4.10 4.69 0.09
H -0.14 -4.14 4.53 0.09
H -1.15 -4.32 3.08 0.09
H -5.20 -2.54 3.34 0.09
H -3.82 -1.70 2.63 0.08
H -4.80 -0.79 3.76 0.07
C -0.76 -0.53 -6.32 -0.10
C -0.13 0.50 -7.14 -0.26
O 0.84 0.05 -8.09 -0.01
C 2.17 0.38 -7.94 -0.47
C 2.96 -0.19 -9.06 0.01
O 2.71 0.84 -6.92 0.07
H -0.08 -1.01 -5.61 0.08
H -1.26 -1.28 -6.94 0.08
H -1.54 -0.10 -5.70 0.09
H -0.98 0.98 -7.60 0.12
H 0.31 1.18 -6.41 0.12
H 2.90 -1.28 -9.10 0.10
H 3.97 0.14 -8.79 0.09
H 2.72 0.23 -10.04 0.09
C 4.75 -6.08 -3.16 -0.04
C 4.72 -5.37 -1.75 -0.23
O 4.50 -4.01 -1.90 -0.03
C 4.82 -3.19 -0.84 -0.49
C 4.70 -1.72 -1.17 0.02
O 5.07 -3.54 0.30 0.08
H 4.41 -7.11 -3.22 0.07
H 5.76 -6.03 -3.56 0.06
H 4.25 -5.46 -3.91 0.07
H 3.88 -5.76 -1.18 0.11
H 5.60 -5.48 -1.11 0.12
H 4.34 -1.47 -2.17 0.08
H 5.65 -1.24 -0.94 0.09
H 3.89 -1.37 -0.54 0.09
C -0.20 -9.03 -3.87 -0.05
C -1.35 -8.15 -3.32 -0.24
O -0.76 -6.97 -2.89 -0.01
C -1.40 -6.22 -2.00 -0.53
C -0.46 -5.11 -1.51 0.03
O -2.52 -6.41 -1.58 0.09
H 0.18 -8.58 -4.78 0.07
H -0.56 -10.01 -4.17 0.08
H 0.61 -8.97 -3.15 0.08
H -1.97 -7.92 -4.19 0.12
H -2.04 -8.59 -2.60 0.12
H -0.98 -4.51 -0.75 0.08
H -0.22 -4.56 -2.42 0.09
H 0.45 -5.50 -1.05 0.08
C 3.96 -1.06 5.33 -0.07
C 3.73 0.38 5.24 -0.25
O 4.10 0.75 3.95 0.04
C 4.06 1.94 3.60 -0.60
C 4.76 2.24 2.26 0.02
O 3.43 2.85 4.12 0.08
H 5.03 -1.12 5.51 0.08
H 3.80 -1.66 4.44 0.09
H 3.42 -1.61 6.11 0.09
H 2.69 0.66 5.40 0.13
H 4.30 0.97 5.94 0.14
H 5.03 3.29 2.30 0.08
H 4.21 2.11 1.33 0.08
H 5.63 1.60 2.17 0.08
C 1.49 6.75 0.39 -0.09
C 1.90 7.50 1.55 -0.25
O 3.24 7.73 1.28 0.02
C 3.94 8.70 1.68 -0.55
C 5.29 8.66 0.99 0.02
O 3.60 9.64 2.46 0.04
H 1.62 7.28 -0.55 0.09
H 0.43 6.54 0.47 0.09
H 2.00 5.79 0.41 0.09
H 1.29 8.40 1.64 0.14
H 1.72 6.82 2.38 0.14
H 5.27 7.81 0.30 0.09
H 6.02 8.69 1.80 0.09
H 5.46 9.59 0.44 0.09
C -9.04 4.61 4.61 -0.06
C -9.56 4.96 3.16 -0.21
O -8.57 4.53 2.23 -0.06
C -8.85 4.26 0.88 -0.47
C -7.68 3.77 0.03 0.00
O -9.86 4.44 0.26 0.11
H -8.76 3.56 4.63 0.07
H -9.85 4.68 5.33 0.07
H -8.18 5.19 4.93 0.07
H -10.46 4.38 2.98 0.12
H -9.68 6.03 2.97 0.12
H -7.96 2.92 -0.59 0.08
H -6.96 3.24 0.65 0.07
H -7.24 4.56 -0.59 0.09
Cl 0.39 1.39 -1.39 0.46
C -0.78 0.11 -0.85 -1.00
Cl -2.42 0.74 -0.69 0.50
H -0.85 -0.61 -1.66 0.01
H -0.47 -0.41 0.06 0.03
```

The HOMO energy is -9.804 eV. Its SMILES is COP(=O)(OC)OC.CCOC(C)=O.CCOC(C)=O.CCOC(C)=O.CCOC(C)=O.CCOC(C)=O.CCOC(C)=O.ClCCl. The net charge is 0. The calculated total energy is -3567.8471 Ha. The value obtained for the frontier orbital gap is 9.76 eV.